Entry from the Open Molecules 2025 dataset: a molecular structure, C6H8N2O in a non-equilibrium geometry (ωB97M-V/def2-TZVPD).

The geometry in XYZ format:
```
17
Properties=species:S:1:pos:R:3:forces:R:3
C -2.424 -1.160 -0.555 2.54 0.54 -13.70
C -0.356 -0.245 -0.320 4.16 6.99 1.89
C 0.029 2.083 -0.191 1.20 -6.70 1.77
C 1.151 1.905 0.522 5.92 1.17 1.40
C 0.925 -0.355 0.398 -1.28 -2.56 -0.86
C 1.361 -1.799 0.640 -6.83 -3.84 -2.28
H -2.849 -0.013 -1.075 1.00 -4.11 0.77
H -2.671 -2.195 -0.892 -0.86 1.38 -0.40
H -2.705 -1.046 0.280 -2.79 1.39 12.16
H -0.357 2.925 -0.396 -2.48 6.31 -1.61
H 2.144 2.849 0.773 -3.88 -2.84 -0.74
H 1.283 -2.714 -0.263 0.92 3.41 2.14
H 2.148 -1.738 1.212 4.87 -0.43 2.51
H 0.543 -2.447 1.355 1.79 2.26 -1.57
N -0.760 1.021 -0.517 -0.27 -1.29 -0.46
N 1.656 0.646 0.848 -1.78 0.79 -1.24
O -0.989 -1.233 -0.784 -2.24 -2.47 0.22
```
Forces are in eV/Å.

Calculated values
HOMO-LUMO gap, eV: 9.65
HOMO level, eV: -8.978
Total charge: 0
Energy above the lowest of the compared OMol25 structures with the same formula, charge and spin, kJ/mol: 564.27

In elementary charge units, the Mulliken charges are: atom 1 (C): -0.9354, atom 2 (C): 0.5490, atom 3 (C): -0.5953, atom 4 (C): -0.0423, atom 5 (C): 0.8461, atom 6 (C): -1.2011, atom 7 (H): 0.2705, atom 8 (H): 0.2318, atom 9 (H): 0.5281, atom 10 (H): 0.6190, atom 11 (H): 0.2272, atom 12 (H): 0.2354, atom 13 (H): 0.5090, atom 14 (H): 0.2114, atom 15 (N): -0.5321, atom 16 (N): -0.5992, atom 17 (O): -0.3220

=====

Entry from the Open Molecules 2025 dataset: a gas-phase ion, C6H8NS (charge -1) in a non-equilibrium geometry (ωB97M-V/def2-TZVPD).

The geometry in XYZ format:
```
16
Properties=species:S:1:pos:R:3:forces:R:3
C -2.107 -0.393 0.110 -2.07 2.02 -2.43
C -0.700 -0.663 0.031 4.57 5.86 0.10
C 0.018 -1.759 -0.015 -0.68 -2.67 0.10
N 1.374 -1.525 -0.039 -1.67 1.24 -1.25
C 1.736 -0.179 -0.042 -0.50 -0.19 -0.27
S 3.379 0.254 -0.058 1.14 0.19 0.13
C 0.640 0.582 -0.088 -4.46 -2.29 0.89
C 0.411 2.043 -0.038 2.03 0.36 0.55
H -2.498 0.424 -0.697 1.13 -1.69 1.55
H -2.417 -1.337 -0.326 -1.69 -0.30 0.62
H -2.575 0.010 1.046 0.59 -1.03 -0.48
H -0.471 -2.803 -0.106 1.31 1.54 0.36
H 2.039 -2.114 0.283 2.23 -2.47 0.87
H 1.347 2.615 -0.254 -0.37 -0.69 -0.03
H -0.291 2.390 -0.733 -1.30 0.38 -1.22
H 0.117 2.454 0.924 -0.28 -0.26 0.51
```
Forces are in eV/Å.

Calculated values
HOMO-LUMO gap, eV: 6.11
HOMO level, eV: -2.342
Total charge: -1
Energy above the lowest of the compared OMol25 structures with the same formula, charge and spin, kJ/mol: 160.88
SMILES string: Cc1c[nH]c([S-])c1C

In elementary charge units, the Mulliken charges are: atom 1 (C): -0.9730, atom 2 (C): 0.4491, atom 3 (C): -0.5144, atom 4 (N): -0.0375, atom 5 (C): -0.2851, atom 6 (S): -0.6283, atom 7 (C): 0.3377, atom 8 (C): -1.2740, atom 9 (H): 0.1735, atom 10 (H): 0.3257, atom 11 (H): 0.1832, atom 12 (H): 0.2184, atom 13 (H): 0.1681, atom 14 (H): 0.3160, atom 15 (H): 0.3068, atom 16 (H): 0.2338

=====

total charge of number 1 (C6H8N2O)?
0